[1]
Molecular formula: C3H11NO3S
Method: DFT, the ωB97M-V functional and the def2-TZVPD basis

```
19
Properties=species:S:1:pos:R:3:forces:R:3:nbo_charge:R:1
O 2.208979 2.511878 1.013415 0.07 0.13 -0.27 -0.572
C 1.748191 1.533348 0.479297 -0.40 0.25 0.29 0.534
N 0.587050 0.925889 0.907478 0.13 -0.24 0.31 -0.641
C 0.552626 -0.538643 0.987471 0.44 0.72 -1.96 -0.231
C -0.168823 -1.182627 -0.224810 -0.14 -0.06 1.02 -0.505
S -1.914572 -1.357336 0.319362 0.22 -0.40 -0.31 -0.076
H 2.167853 1.088953 -0.428939 0.26 -0.26 -0.07 0.117
H 0.210638 1.421053 1.699522 -0.13 0.02 0.18 0.397
H 0.049740 -0.848741 1.868724 -0.32 -0.15 0.99 0.211
H 1.580001 -0.904274 1.037713 -0.08 -0.18 0.01 0.200
H 0.346649 -2.126415 -0.412594 -0.54 -0.14 -0.21 0.213
H -0.191141 -0.560265 -1.105058 0.46 0.24 -0.07 0.227
H -2.451218 -1.728313 -0.853196 0.00 0.03 0.06 0.132
O 1.380809 -0.410875 -3.353488 0.21 0.06 0.12 -0.938
H 0.447856 -0.636819 -3.372528 0.00 -0.14 -0.11 0.468
H 1.869182 -1.237101 -3.447679 -0.20 0.08 -0.03 0.472
O -2.947478 1.693892 1.525002 -0.05 0.12 -0.19 -0.950
H -2.654516 1.437315 2.401913 -0.03 -0.14 0.03 0.462
H -2.821826 0.919081 0.958395 0.09 0.06 0.20 0.480
```
Positions in Å, forces in eV/Å.

Summary:
Orbital gap: 10.04 eV
Energy relative to the best compared isomer or geometry (same formula, charge and spin): 1.0496 eV
E_HOMO: -0.361 hartree
SMILES: O=CNCCS.O.O
Electronic energy: -21756.895 eV



[2]
Molecular formula: C3H11NO3S
Method: DFT, the ωB97M-V functional and the def2-TZVPD basis

```
19
Properties=species:S:1:pos:R:3:forces:R:3:nbo_charge:R:1
N 0.483754 0.380653 -1.990664 0.38 -4.42 -2.95 -0.842
C 0.953756 -0.790690 -1.402265 -0.23 1.66 0.97 0.690
O 0.931314 -1.794646 -2.050740 0.19 -1.29 -0.31 -0.595
C 1.378570 -0.705374 0.071101 0.94 -1.72 -1.21 -0.501
C 0.206428 -1.203508 0.937813 -0.25 3.10 -1.45 -0.557
S 0.647374 -0.736199 2.579817 -0.44 -0.28 1.82 -0.047
H 0.215221 1.191408 -1.609815 -0.95 3.27 2.24 0.377
H -0.066814 0.101731 -2.820021 0.69 0.62 0.53 0.393
H 1.725150 0.274272 0.261784 -0.17 1.47 0.53 0.200
H 2.333640 -1.292931 0.223794 -1.27 0.14 -0.19 0.241
H -0.751561 -0.806987 0.498290 0.99 0.17 1.17 0.259
H 0.108976 -2.194649 0.799993 0.10 -3.65 -0.12 0.222
H 0.026164 -1.684022 3.385344 0.33 0.72 -0.94 0.142
O -2.257355 0.414564 0.015161 -1.05 -0.93 1.12 -0.963
H -2.188852 0.071101 -0.862388 0.03 0.18 -0.88 0.471
H -2.032209 1.338573 0.056510 0.44 0.41 -0.70 0.491
O -0.738232 2.571065 0.366525 -1.46 0.85 0.14 -0.979
H -1.151460 2.559367 1.266262 1.66 -0.16 -0.89 0.507
H 0.176136 2.306273 0.273498 0.08 -0.14 1.14 0.493
```
Positions in Å, forces in eV/Å.

Summary:
Orbital gap: 9.42 eV
Energy relative to the best compared isomer or geometry (same formula, charge and spin): 1.2334 eV
E_HOMO: -0.335 hartree
SMILES: NC(=O)CCS.O.O
Electronic energy: -21756.711 eV